# 1
{
  "formula": "C4H7NO",
  "method": "the ωB97M-V functional and the def2-TZVPD basis",
  "de_lowest_kj_mol": 537.67,
  "charge": 0,
  "largest_force_ev_per_a": 0.7,
  "e_tot_ev": -7794.072,
  "homo_energy_ev": -8.511,
  "lumo_energy_ev": 0.70,
  "elements": ["O", "N", "C", "C", "C", "C", "H", "H", "H", "H", "H", "H", "H"],
  "xyz": [[2.2302, 1.5779, -0.5754], [-1.3220, 0.2365, 1.0523], [-0.0517, -1.5812, 0.1057], [-1.1379, -0.6044, -0.1313], [0.5688, -0.2801, -0.2971], [-0.2580, 0.7232, 0.2236], [2.3721, 1.4133, 0.3672], [-1.8045, -0.5607, -0.9813], [-0.0304, -1.9519, 1.1290], [1.7624, 0.7348, -0.8608], [-0.2992, 1.7232, -0.2069], [0.1500, -2.3252, -0.6595], [-2.1060, 0.8747, 0.9270]],
  "nbo_charge": [-0.984, -0.580, -0.473, 0.025, -0.196, -0.028, 0.449, 0.234, 0.238, 0.474, 0.239, 0.235, 0.367]
}

=====

# 2
{
  "formula": "C14H13N3O2",
  "method": "the ωB97M-V functional and the def2-TZVPD basis",
  "charge": 2,
  "largest_force_ev_per_a": 2.7,
  "e_tot_ev": -23271.913,
  "homo_energy_ev": -14.897,
  "lumo_energy_ev": -8.32,
  "elements": ["O", "O", "N", "N", "N", "C", "C", "C", "C", "C", "C", "C", "C", "C", "C", "C", "C", "C", "C", "H", "H", "H", "H", "H", "H", "H", "H", "H", "H", "H", "H", "H"],
  "xyz": [[-3.4337, 1.5577, 0.6887], [6.5674, 2.0762, 0.8397], [4.4221, -0.1525, 0.0591], [-2.5033, -0.4109, -0.5496], [5.8340, -0.0780, 0.1813], [-0.5264, -1.1608, 0.5080], [-1.7730, 0.3245, -1.4076], [-1.8976, -1.1567, 0.3809], [0.2364, -0.3819, -0.3433], [1.7218, -0.3229, -0.2212], [3.6540, -0.2165, 1.1583], [-3.9632, -0.3565, -0.6588], [-4.4303, 0.9041, 0.1150], [2.2885, -0.3008, 1.0514], [-0.4049, 0.3608, -1.3347], [-4.3705, 0.7938, 1.7157], [6.2185, 1.0455, 0.5768], [2.5368, -0.2650, -1.3421], [3.8990, -0.1771, -1.1706], [4.1171, -0.1838, 2.1316], [-3.5930, 0.8287, 2.4842], [0.1619, 0.9645, -2.0241], [-4.2459, -0.3289, 1.5971], [-5.2743, 1.4322, -0.2915], [2.1374, -0.2665, -2.3418], [-2.3048, 0.8934, -2.1541], [-4.2989, -0.2233, -1.6817], [-2.4889, -1.7528, 1.0562], [-0.0706, -1.7761, 1.2665], [-4.4510, -1.2079, -0.2016], [1.7025, -0.3359, 1.9545], [4.5329, -0.1267, -2.0425]],
  "nbo_charge": [-0.481, -0.315, -0.093, -0.237, -0.417, -0.206, 0.125, 0.121, 0.038, 0.037, 0.088, -0.288, 0.203, -0.191, -0.198, -0.306, 0.899, -0.193, 0.103, 0.270, 0.305, 0.259, 0.132, 0.236, 0.265, 0.257, 0.261, 0.260, 0.260, 0.264, 0.265, 0.278]
}

=====

# 3
{
  "formula": "C21H41FIO5S",
  "method": "the ωB97M-V functional and the def2-TZVPD basis",
  "charge": 1,
  "largest_force_ev_per_a": 5.4,
  "e_tot_ev": -54321.187,
  "homo_energy_ev": -10.985,
  "lumo_energy_ev": -3.53,
  "elements": ["I", "S", "F", "O", "O", "O", "O", "O", "C", "C", "C", "C", "C", "C", "C", "C", "C", "C", "C", "C", "C", "C", "C", "C", "C", "C", "C", "C", "C", "H", "H", "H", "H", "H", "H", "H", "H", "H", "H", "H", "H", "H", "H", "H", "H", "H", "H", "H", "H", "H", "H", "H", "H", "H", "H", "H", "H", "H", "H", "H", "H", "H", "H", "H", "H", "H", "H", "H", "H", "H"],
  "xyz": [[-1.1852, 3.6652, 6.5253], [0.8914, 0.3298, 3.5924], [2.5253, -0.7554, 1.7985], [-2.7578, -2.2332, -5.5837], [5.7000, 4.6001, -2.3539], [-1.3752, 1.9809, 4.0812], [4.2973, 6.1503, -1.7664], [4.2791, 4.1837, -0.6268], [-2.0711, -1.5204, -0.7557], [-3.0571, -2.4480, 2.9308], [2.5636, 0.3171, 2.7746], [0.6000, -1.4054, 4.2645], [4.7211, 4.9069, -1.4903], [0.8427, 1.4236, 5.0896], [-3.5635, -0.9552, -0.5650], [-0.5776, 2.2189, 5.0270], [2.7218, 1.7223, 1.9956], [-2.5655, -4.0076, -3.8897], [5.3452, 2.2569, -2.8877], [-2.2209, -3.5326, -2.3939], [-2.1068, -1.0652, -6.1415], [-4.0435, -2.2570, 1.6805], [-1.8163, -3.1935, -5.0485], [-1.7493, -1.9928, -2.2712], [6.2468, 3.2813, -2.2262], [-3.9993, -0.8074, 0.9875], [-0.9890, -1.6335, 4.2460], [3.1948, 6.5773, -0.9687], [-1.5892, -1.8348, 2.7416], [0.8061, 0.7714, 6.0431], [-1.3456, -0.7088, -0.4015], [-3.4091, -0.0159, 1.5564], [3.7261, 2.1806, 2.2746], [4.3822, 2.1910, -2.3755], [-1.3209, -2.5135, 4.9087], [-1.4645, -4.1973, -1.8446], [-3.8905, -3.0871, 0.9065], [-5.1166, -2.4110, 2.0839], [-1.4545, -0.6813, 4.7128], [-4.3307, -1.6265, -1.1128], [7.2157, 3.2940, -2.7308], [-0.8520, -2.5142, 2.1907], [2.6243, 1.4906, 0.8778], [1.8316, 2.3845, 2.3128], [-3.5011, -2.0948, 3.9356], [-5.0915, -0.4270, 0.9571], [1.0306, -1.4388, 5.3368], [3.0286, 7.6366, -1.1669], [-0.8168, -2.7532, -4.7158], [-2.2147, -1.3162, -3.0618], [-3.7131, 0.0927, -1.0320], [3.4032, 6.4543, 0.0962], [-3.2085, -3.6096, -1.7936], [6.4340, 3.0375, -1.1767], [-2.9165, -3.5899, 3.0600], [-1.9894, -2.4776, -0.1151], [1.6799, 2.1949, 5.1376], [5.8092, 1.2685, -2.8761], [-1.5687, -3.9445, -5.8915], [3.3889, 0.1083, 3.5315], [-0.9926, -0.9811, -5.9130], [1.1746, -2.2028, 3.6726], [-3.6993, -3.9000, -4.0240], [5.1363, 2.5398, -3.9224], [-0.5947, -2.0163, -2.3459], [-1.5535, -0.8032, 2.2587], [-2.2745, -1.0539, -7.2741], [2.2953, 6.0255, -1.2507], [-2.6054, -0.1483, -5.6443], [-2.3040, -5.1298, -3.9506]],
  "nbo_charge": [0.221, 0.772, -0.340, -0.562, -0.486, -0.514, -0.486, -0.673, -0.411, -0.411, 0.097, -0.516, 0.991, -0.661, -0.407, 0.389, -0.660, -0.431, -0.639, -0.403, -0.268, -0.418, -0.076, -0.418, -0.072, -0.418, -0.427, -0.258, -0.417, 0.292, 0.196, 0.201, 0.261, 0.213, 0.251, 0.202, 0.215, 0.224, 0.212, 0.209, 0.199, 0.213, 0.284, 0.222, 0.210, 0.220, 0.246, 0.204, 0.176, 0.224, 0.212, 0.191, 0.196, 0.189, 0.218, 0.197, 0.300, 0.219, 0.178, 0.222, 0.177, 0.282, 0.230, 0.220, 0.201, 0.216, 0.193, 0.186, 0.186, 0.214]
}

=====

# 4
{
  "formula": "C33H25F3N3O4",
  "method": "the ωB97M-V functional and the def2-TZVPD basis",
  "charge": 1,
  "largest_force_ev_per_a": 2.3,
  "e_tot_ev": -55430.921,
  "homo_energy_ev": -11.398,
  "lumo_energy_ev": -4.41,
  "elements": ["F", "F", "F", "O", "O", "O", "O", "N", "N", "N", "C", "C", "C", "C", "C", "C", "C", "C", "C", "C", "C", "C", "C", "C", "C", "C", "C", "C", "C", "C", "C", "C", "C", "C", "C", "C", "C", "C", "C", "C", "C", "C", "C", "H", "H", "H", "H", "H", "H", "H", "H", "H", "H", "H", "H", "H", "H", "H", "H", "H", "H", "H", "H", "H", "H", "H", "H", "H"],
  "xyz": [[-0.3315, 0.2778, 3.6111], [-2.4499, 0.1677, 3.1912], [-1.0765, 1.0610, 1.7365], [-2.5265, 0.5718, -5.6402], [-1.6858, 3.7599, -9.8551], [5.3898, 0.4846, 8.8442], [2.0358, -2.8667, 6.3636], [-1.1077, -2.9747, 0.6780], [-0.9837, -1.2123, 2.0968], [-2.3641, -0.8939, 0.2973], [-0.9613, 1.7555, -6.9464], [-4.3391, 3.1703, -9.1998], [4.7763, -1.7529, 8.4360], [1.4001, 1.7247, -6.5065], [1.6748, 1.2133, 5.5933], [4.6517, -0.2788, 8.2621], [-1.5194, -1.6921, 1.0048], [0.1136, 1.3422, -6.1694], [3.8842, -2.6283, 7.8092], [5.9120, -3.6235, 9.4223], [-3.2166, -1.0560, -1.9599], [-5.8449, 1.9554, -7.7711], [2.7345, -0.6433, 6.6869], [-1.8789, 3.0607, -8.8855], [-5.6283, 2.8135, -8.8440], [3.4788, 1.6046, 7.1355], [2.8179, -2.1134, 6.9110], [0.5544, 2.9348, -8.4046], [-2.3378, 1.3211, -6.5811], [-1.2417, 0.1070, 2.6436], [1.7803, -0.1482, 5.8110], [4.0004, -3.9976, 8.0115], [5.7920, -2.2568, 9.2372], [1.6212, 2.5146, -7.6297], [2.5216, 2.0926, 6.2620], [-3.4771, 1.8300, -7.3904], [3.5945, 0.2354, 7.3442], [-0.7397, 2.5664, -8.0613], [-3.3653, -1.5758, -0.5487], [5.0113, -4.4931, 8.8165], [-3.2595, 2.6776, -8.4794], [-2.0966, -1.2145, -2.7422], [-4.7728, 1.4653, -7.0463], [-0.9157, -3.0424, -0.3174], [-1.8131, -3.6604, 0.9246], [4.1414, 2.2828, 7.6544], [-6.8531, 1.6727, -7.4998], [6.4873, -1.5784, 9.7110], [0.9360, 1.5958, 4.9086], [-0.3277, -1.7892, 2.6086], [-4.3394, -1.2610, -0.1971], [-4.0440, -0.4901, -2.3721], [5.1029, -5.5598, 8.9704], [3.3020, -4.6714, 7.5358], [2.6281, 2.8055, -7.8968], [-3.3445, -2.6592, -0.4583], [-0.0608, 0.7234, -5.3006], [-1.7915, -2.1541, -3.1945], [-6.4681, 3.2022, -9.4038], [-1.8157, -0.2528, -0.2807], [2.2350, 1.4067, -5.8963], [-1.4824, -0.3525, -2.9586], [-4.9386, 0.8014, -6.2099], [0.7216, 3.5526, -9.2756], [-4.1676, 3.8341, -10.0354], [1.1236, -0.8363, 5.2999], [6.7079, -4.0142, 10.0417], [2.4356, 3.1583, 6.0978]],
  "nbo_charge": [-0.294, -0.277, -0.284, -0.565, -0.507, -0.509, -0.547, -0.839, -0.559, -0.609, -0.071, -0.149, -0.049, -0.196, -0.203, 0.508, 0.748, -0.178, -0.163, -0.179, -0.204, -0.189, -0.144, 0.543, -0.183, -0.168, 0.560, -0.149, 0.533, 1.102, -0.167, -0.151, -0.183, -0.184, -0.189, -0.062, -0.050, -0.136, -0.295, -0.189, -0.145, -0.366, -0.187, 0.415, 0.424, 0.244, 0.221, 0.244, 0.210, 0.468, 0.239, 0.236, 0.223, 0.236, 0.225, 0.216, 0.220, 0.218, 0.225, 0.445, 0.218, 0.218, 0.231, 0.245, 0.244, 0.215, 0.225, 0.223]
}

=====

# 5
{
  "formula": "C3H2Cl2O2",
  "method": "the ωB97M-V functional and the def2-TZVPD basis",
  "de_lowest_kj_mol": 352.76,
  "charge": 0,
  "largest_force_ev_per_a": 5.6,
  "e_tot_ev": -32279.684,
  "homo_energy_ev": [-9.462, -9.462],
  "smiles": "O=C[C@H]1OC1(Cl)Cl",
  "lumo_energy_ev": [-0.71, -0.71],
  "elements": ["Cl", "Cl", "O", "O", "C", "C", "C", "H", "H"],
  "xyz": [[2.7389, 0.2453, 0.3593], [2.2961, -2.5653, 0.5800], [0.9184, -0.9702, -1.0596], [-1.0685, 1.3512, 0.8304], [-0.3379, 0.7415, 0.1287], [1.7838, -1.0653, 0.0179], [-0.0413, -0.6562, -0.0369], [-0.4729, -1.6171, 0.2287], [0.3725, 1.1725, -0.5640]],
  "nbo_charge": [0.109, 0.111, -0.487, -0.486, 0.358, 0.125, -0.046, 0.215, 0.101]
}

=====

# 6
{
  "formula": "C27H31BrClN6O6RuTe4",
  "method": "the ωB97M-V functional and the def2-TZVPD basis",
  "de_lowest_kj_mol": 37.99,
  "charge": 0,
  "largest_force_ev_per_a": 0.2,
  "e_tot_ev": -164049.941,
  "homo_energy_ev": [-7.549, -8.388],
  "spin_multiplicity": 6,
  "lumo_energy_ev": [-1.16, -2.54],
  "s_squared": 8.785,
  "elements": ["Te", "Te", "Te", "Te", "Ru", "Br", "Cl", "O", "O", "O", "O", "O", "O", "N", "N", "N", "N", "N", "N", "C", "C", "C", "C", "C", "C", "C", "C", "C", "C", "C", "C", "C", "C", "C", "C", "C", "C", "C", "C", "C", "C", "C", "C", "C", "C", "C", "H", "H", "H", "H", "H", "H", "H", "H", "H", "H", "H", "H", "H", "H", "H", "H", "H", "H", "H", "H", "H", "H", "H", "H", "H", "H", "H", "H", "H", "H", "H"],
  "xyz": [[1.9339, 2.6493, 4.4551], [-2.2585, 1.9413, 4.5671], [0.8736, 4.2007, 6.2833], [-1.4630, 2.9673, 6.9174], [-0.1801, 1.7240, 2.8226], [-0.5139, -0.5194, 4.8823], [-3.7348, -5.5436, 0.7342], [0.2647, 5.8848, -1.5816], [1.6518, -3.3916, -0.9848], [-1.1595, 7.4284, -0.8388], [1.2651, 3.7344, -0.5404], [1.2616, 2.7101, 1.4325], [-4.3309, -1.4535, 1.1229], [-0.7397, 4.3029, 2.3891], [1.0452, 0.0747, 1.8752], [2.0824, -0.9567, 0.2778], [2.2584, -1.7346, 1.3713], [-1.5875, 1.5651, 0.6386], [-1.5495, 6.1537, 1.5393], [-2.5734, -0.1579, 1.9727], [0.8428, 3.5928, 0.6175], [-2.7466, -4.3289, -0.0189], [1.6079, -1.0903, 2.3071], [-2.4286, 1.2723, -0.3558], [1.3837, 0.1276, 0.5970], [2.5250, -3.9206, -3.8211], [-0.1928, 4.5114, 1.1461], [0.8645, -1.7936, -2.6523], [-0.5474, 6.3953, -0.6860], [-1.1957, -2.3524, -1.2210], [3.8498, -1.8200, -3.6417], [-3.3770, 0.2739, -0.2574], [2.7325, -1.2627, -0.9868], [-2.8603, -4.1076, -1.3817], [-1.8697, -3.5845, 0.7520], [-3.4477, -0.4515, 0.9318], [4.2191, -3.6951, -2.0414], [-1.6716, 0.8699, 1.7590], [-2.3299, 5.6306, 3.8331], [-1.5526, 5.3226, 2.6035], [2.0597, -2.3508, -1.8602], [-1.1012, -2.6033, 0.1453], [-0.3721, -1.2797, -1.8927], [3.1552, -2.9258, -2.8381], [-2.0834, -3.1200, -1.9711], [-0.6959, 5.6555, 0.5940], [3.1494, -1.2367, -4.2417], [1.2311, -0.9872, -3.2910], [0.7710, -3.6961, -1.2243], [1.9214, -3.4289, -4.5843], [-4.0389, 0.0558, -1.0865], [3.3160, -4.4652, -4.3388], [-0.4240, -2.0205, 0.7569], [2.7957, -0.3276, -1.5424], [1.1597, 0.9338, -0.0803], [0.5126, -2.5780, -3.3249], [-2.1810, -2.9374, -3.0360], [3.7651, -4.4712, -1.4287], [3.7407, -1.5676, -0.7251], [-4.8112, -1.6337, 0.3071], [-2.5929, -0.7345, 2.8878], [-1.0047, -0.7855, -2.6351], [-1.6824, 6.0826, 4.5867], [4.8136, -3.0533, -1.3906], [0.6791, 5.0263, -1.2438], [-1.7987, -3.7597, 1.8169], [-2.7571, 4.7280, 4.2621], [-0.1152, -0.5116, -1.1688], [1.5237, -1.4458, 3.3189], [-3.5506, -4.6973, -1.9695], [-3.1395, 6.3250, 3.6110], [-2.3308, 1.8594, -1.2623], [-2.0632, 7.0125, 1.4111], [4.5633, -2.2757, -4.3312], [4.4145, -1.1344, -3.0077], [1.9066, -4.6551, -3.3013], [4.9134, -4.1650, -2.7402]],
  "lowdin_spin": [0.712, 0.636, 0.226, 0.088, 2.510, 0.434, 0.000, 0.001, 0.000, 0.000, 0.015, 0.137, 0.000, 0.074, 0.040, 0.001, 0.002, 0.046, 0.003, -0.008, 0.013, 0.000, 0.006, 0.009, 0.003, 0.000, 0.003, 0.000, 0.000, 0.000, 0.000, -0.001, 0.000, 0.000, 0.000, -0.002, 0.000, -0.018, 0.023, 0.009, 0.000, 0.000, 0.000, 0.000, 0.000, 0.001, 0.000, 0.000, 0.000, 0.000, 0.000, 0.000, 0.000, 0.000, 0.000, 0.000, 0.000, 0.000, 0.000, 0.000, -0.001, 0.000, 0.003, 0.000, 0.000, 0.000, 0.029, 0.000, 0.005, 0.000, 0.001, 0.000, 0.000, 0.000, 0.000, 0.000, 0.000]
}

=====

# 7
{
  "formula": "C5H12N2",
  "method": "the ωB97M-V functional and the def2-TZVPD basis",
  "de_lowest_kj_mol": 326.02,
  "charge": 2,
  "largest_force_ev_per_a": 6.9,
  "e_tot_ev": -8338.840,
  "homo_energy_ev": -20.970,
  "smiles": "C=[N+](C)/C(C)=[NH+]\\C",
  "lumo_energy_ev": -9.65,
  "elements": ["N", "N", "C", "C", "C", "C", "C", "H", "H", "H", "H", "H", "H", "H", "H", "H", "H", "H", "H"],
  "xyz": [[-0.9346, 0.3103, 0.0799], [1.5172, -0.1950, -0.0806], [1.8482, 1.1192, -0.5118], [-1.3261, 0.5161, -1.2794], [0.4458, -0.7804, 0.2657], [0.0795, -1.9771, 0.8445], [-1.5444, 0.6781, 1.1999], [-2.1436, 1.2858, -1.2796], [-1.1470, 0.2610, 2.1090], [1.9712, 1.0087, -1.6957], [2.3459, -0.7681, 0.1516], [-1.0668, -2.0268, 0.9307], [1.1150, 1.8572, -0.2316], [-0.6507, 1.1274, -1.9257], [0.4879, -2.8000, 0.3314], [2.8643, 1.4323, -0.2352], [0.4556, -1.8889, 1.9464], [-2.4741, 1.2801, 1.0620], [-1.8434, -0.4398, -1.6818]],
  "nbo_charge": [-0.294, -0.425, -0.467, -0.514, 0.687, -0.776, 0.140, 0.275, 0.243, 0.283, 0.475, 0.309, 0.248, 0.285, 0.327, 0.298, 0.336, 0.279, 0.292]
}

=====

# 8
{
  "formula": "C3H6FN",
  "method": "the ωB97M-V functional and the def2-TZVPD basis",
  "de_lowest_kj_mol": 254.55,
  "charge": 0,
  "largest_force_ev_per_a": 5.1,
  "e_tot_ev": -7412.223,
  "homo_energy_ev": -8.257,
  "lumo_energy_ev": 1.17,
  "elements": ["F", "N", "C", "C", "C", "H", "H", "H", "H", "H", "H"],
  "xyz": [[1.8248, -0.8555, -1.1328], [1.5566, 0.5208, 0.6251], [-1.7014, 0.1446, 0.2645], [1.0167, 0.0723, -0.6702], [-0.9638, -0.7851, -0.3449], [1.9558, -0.2128, 1.1254], [-1.0092, -1.8681, -0.5395], [0.7725, 0.7581, -1.4112], [-1.6604, 1.2711, 0.3556], [0.8672, 1.0931, 1.0826], [-2.6590, -0.1386, 0.6453]],
  "nbo_charge": [-0.340, -0.855, -0.493, 0.434, -0.257, 0.379, 0.210, 0.150, 0.204, 0.379, 0.188]
}

=====

Q: Which formula does entry 2 have?
A: C14H13N3O2